[1]
{"formula": "C34H70FN4O5S2", "method": "ωB97M-V/def2-TZVPD", "species": ["O", "S", "O", "F", "C", "N", "C", "N", "C", "O", "O", "C", "C", "C", "C", "C", "S", "C", "N", "N", "C", "O", "H", "H", "H", "H", "H", "H", "H", "H", "H", "H", "H", "H", "H", "H", "C", "C", "C", "C", "C", "C", "H", "H", "H", "H", "H", "H", "H", "H", "H", "H", "H", "H", "H", "H", "C", "C", "C", "C", "C", "C", "H", "H", "H", "H", "H", "H", "H", "H", "H", "H", "H", "H", "H", "H", "C", "C", "C", "C", "C", "C", "H", "H", "H", "H", "H", "H", "H", "H", "H", "H", "H", "H", "H", "H", "C", "C", "C", "C", "C", "C", "H", "H", "H", "H", "H", "H", "H", "H", "H", "H", "H", "H", "H", "H"], "coordinates": [[2.71368, 5.49667, 1.34397], [1.39449, 4.98758, 1.02100], [1.17419, 4.76225, -0.38431], [0.31072, 6.10427, 1.53177], [1.08302, 3.54122, 2.04457], [1.82278, 3.16399, 3.19417], [1.30677, 2.02735, 3.71735], [0.21290, 1.58796, 2.96971], [-0.61715, 0.38964, 3.22254], [0.01017, -0.71611, 2.56367], [1.15506, -1.06155, 3.25485], [0.05983, 2.50926, 1.91931], [-0.97665, 2.51232, 0.74121], [-0.32220, 1.60072, -0.40870], [-1.30543, 1.33545, -1.61675], [-0.52489, 1.20879, -3.01269], [-0.04558, -0.55787, -3.16369], [0.57604, -0.95735, -4.83167], [-0.10671, -2.01628, -5.42416], [0.48447, -2.22504, -6.63741], [1.48352, -1.29123, -6.73269], [1.58602, -0.45162, -5.59673], [2.63891, 3.64332, 3.58158], [1.67503, 1.46306, 4.60177], [-1.63920, 0.49449, 2.77875], [-0.68872, 0.18041, 4.32633], [1.92920, -0.80323, 2.70646], [-1.09877, 3.55715, 0.34631], [-1.98232, 2.12050, 1.04718], [0.65937, 2.06267, -0.70313], [-0.06900, 0.62352, 0.10704], [-1.74873, 0.30668, -1.43460], [-2.17420, 2.03972, -1.66992], [0.33945, 1.91887, -2.94569], [-1.22773, 1.58311, -3.79988], [2.18066, -1.21319, -7.60432], [-0.17116, 9.97491, 6.07583], [-1.49507, 9.87893, 5.32669], [-2.37667, 8.72268, 5.79846], [-1.78511, 7.32569, 5.60005], [-1.41060, 6.97389, 4.15977], [-2.60184, 6.96558, 3.20903], [0.44940, 9.09078, 5.91313], [0.39488, 10.84272, 5.73050], [-0.33781, 10.08743, 7.14963], [-1.30511, 9.80293, 4.25182], [-2.04499, 10.81333, 5.47474], [-3.34140, 8.78450, 5.28466], [-2.59609, 8.85530, 6.86315], [-2.50843, 6.58911, 5.96880], [-0.89711, 7.21320, 6.23093], [-0.95491, 5.97611, 4.15498], [-0.64651, 7.66128, 3.78449], [-3.36501, 6.25922, 3.54530], [-2.28380, 6.66496, 2.20718], [-3.05933, 7.95296, 3.12608], [5.78717, -6.84903, -5.64455], [4.45305, -6.94886, -4.91416], [3.28051, -6.37767, -5.71131], [3.37133, -4.88307, -6.02753], [3.50594, -3.96495, -4.81273], [2.30985, -4.03084, -3.87070], [6.07350, -5.80997, -5.82064], [6.57689, -7.31275, -5.04875], [5.74438, -7.36424, -6.60713], [4.52963, -6.45804, -3.93917], [4.24822, -8.00493, -4.70982], [2.35358, -6.57741, -5.16441], [3.19372, -6.92473, -6.65609], [2.47736, -4.59496, -6.59178], [4.21825, -4.70377, -6.69823], [3.61187, -2.93417, -5.16874], [4.42228, -4.19321, -4.25978], [1.38782, -3.76716, -4.38613], [2.44129, -3.32303, -3.04690], [2.19821, -5.02529, -3.43364], [5.86310, -10.90409, -5.83453], [5.89753, -12.24886, -5.11880], [4.51978, -12.89541, -4.97793], [3.50863, -12.10357, -4.14497], [3.94414, -11.78844, -2.71376], [4.16983, -13.03200, -1.86270], [5.28381, -10.16537, -5.27622], [6.87683, -10.51213, -5.94669], [5.42787, -11.00357, -6.83191], [6.36880, -12.13212, -4.13849], [6.54014, -12.92806, -5.68807], [4.64293, -13.89394, -4.54700], [4.09682, -13.05097, -5.97628], [2.57042, -12.66843, -4.11339], [3.27377, -11.16337, -4.65509], [3.16513, -11.18119, -2.24178], [4.85079, -11.17554, -2.71595], [3.26507, -13.64333, -1.81766], [4.43432, -12.74769, -0.84144], [4.98248, -13.64747, -2.25389], [-5.97458, 7.34718, 6.59423], [-5.98114, 6.48814, 5.33584], [-6.44823, 7.24013, 4.08984], [-7.88705, 7.75927, 4.14069], [-8.95782, 6.69536, 4.38289], [-9.02560, 5.64411, 3.28197], [-6.97847, 7.68619, 6.85638], [-5.58914, 6.77180, 7.43950], [-5.33625, 8.22414, 6.46382], [-6.59669, 5.59880, 5.50053], [-4.96223, 6.12681, 5.15822], [-6.32844, 6.58641, 3.21936], [-5.78035, 8.09197, 3.91815], [-8.10270, 8.27018, 3.19600], [-7.97043, 8.52429, 4.91916], [-9.92996, 7.19303, 4.44801], [-8.79930, 6.20589, 5.34861], [-9.21811, 6.10769, 2.31121], [-9.83462, 4.93831, 3.48340], [-8.09822, 5.07091, 3.21251]], "forces_ev_per_angstrom": [[-2.225, -1.024, 0.817], [2.213, 2.165, -1.426], [-1.057, -0.428, 2.109], [1.343, -2.177, -0.496], [-2.136, -2.777, 0.845], [-1.220, -1.132, -0.239], [-0.720, -0.187, -0.616], [1.666, 2.981, -0.175], [0.490, -1.252, 0.209], [-1.686, 1.043, -0.716], [1.485, -0.070, 1.127], [0.482, 2.593, -0.978], [0.998, -0.665, -0.010], [-0.385, -0.200, 0.866], [0.585, -1.497, -0.025], [-0.678, 1.544, 0.587], [0.905, 0.251, -0.919], [-2.801, -2.268, -0.656], [2.186, 3.334, 1.300], [3.293, 3.219, 0.322], [-1.771, -1.880, 0.159], [-1.456, -2.204, -0.994], [-0.304, -0.074, -0.249], [-0.236, 0.750, -0.840], [1.092, 0.056, 0.259], [0.188, 0.454, -1.064], [-0.799, -0.153, -0.124], [0.123, -0.946, 0.626], [0.973, 0.316, -0.156], [-1.043, -0.287, 0.062], [-0.205, 0.907, -0.795], [0.156, 1.223, -0.109], [1.027, -0.328, -0.045], [-0.567, -0.820, -0.374], [0.767, -0.704, 0.393], [-0.716, 0.305, 1.290], [0.042, 0.080, -0.144], [-0.020, 0.018, 0.148], [-0.098, 0.025, -0.116], [0.118, -0.036, 0.094], [-0.109, -0.004, 0.052], [0.130, -0.039, -0.129], [0.007, 0.021, 0.050], [0.024, -0.060, 0.073], [0.027, -0.043, -0.025], [-0.036, -0.009, 0.005], [-0.003, -0.065, -0.068], [0.016, -0.031, 0.017], [0.008, -0.002, -0.037], [0.007, 0.015, -0.029], [-0.034, 0.027, -0.002], [0.054, 0.004, 0.025], [-0.003, -0.007, 0.047], [-0.022, 0.078, -0.004], [-0.089, 0.045, -0.005], [-0.022, -0.063, 0.010], [0.057, -0.011, 0.175], [-0.011, -0.081, -0.144], [-0.103, 0.001, 0.112], [0.095, 0.023, -0.119], [-0.102, 0.008, -0.074], [0.175, 0.062, 0.192], [0.006, -0.037, -0.039], [0.017, 0.024, -0.095], [0.010, 0.045, 0.009], [-0.035, 0.003, -0.010], [-0.027, 0.064, 0.046], [0.007, 0.019, -0.036], [0.017, 0.007, 0.036], [0.014, 0.007, 0.046], [-0.019, -0.029, 0.020], [0.066, -0.024, 0.003], [0.003, 0.002, -0.050], [-0.055, -0.133, -0.021], [-0.049, -0.041, 0.021], [-0.052, 0.036, -0.028], [0.161, 0.036, 0.090], [-0.056, -0.045, -0.145], [0.012, -0.105, 0.099], [-0.004, 0.127, -0.071], [-0.111, -0.063, -0.012], [0.097, 0.087, 0.101], [-0.004, 0.001, -0.054], [-0.075, 0.050, -0.041], [-0.027, 0.032, 0.038], [-0.033, -0.024, 0.001], [-0.016, 0.005, 0.080], [-0.025, 0.025, -0.009], [0.031, 0.011, 0.020], [0.030, 0.021, 0.019], [0.006, -0.037, -0.007], [0.050, 0.027, -0.041], [-0.022, -0.002, -0.038], [0.051, -0.014, -0.026], [-0.012, -0.086, -0.026], [-0.050, -0.013, 0.016], [-0.004, -0.161, 0.085], [0.065, 0.116, -0.027], [-0.007, -0.103, -0.097], [-0.017, 0.087, 0.119], [-0.003, 0.060, -0.108], [-0.077, -0.098, 0.101], [0.050, 0.022, -0.001], [-0.023, 0.099, 0.019], [-0.063, 0.009, 0.018], [-0.011, 0.019, -0.041], [-0.049, -0.036, 0.000], [-0.012, 0.029, -0.004], [0.005, -0.022, 0.023], [-0.003, -0.026, 0.032], [0.029, -0.017, -0.036], [0.056, -0.011, 0.055], [0.009, 0.042, -0.006], [0.045, -0.029, 0.017], [0.052, 0.004, -0.076], [-0.022, 0.017, -0.037]], "e_tot_ha": -2828.48841, "gap_ev": 6.7, "total_charge": 1}



[2]
{"formula": "C3H6N2O", "method": "ωB97M-V/def2-TZVPD", "species": ["C", "C", "N", "C", "N", "O", "H", "H", "H", "H", "H", "H"], "coordinates": [[1.52985, 1.82496, 0.06829], [1.12920, 0.58201, -0.24938], [-0.16585, 0.12599, -0.22920], [-0.45139, -1.21906, -0.43123], [-1.46582, -1.90410, -0.03824], [-2.41063, -1.11704, 0.64273], [0.79539, 2.66520, 0.39358], [2.62190, 2.03836, 0.10642], [1.91869, -0.17505, -0.59650], [-0.83682, 0.61949, 0.30423], [0.41460, -1.71239, -0.93487], [-3.07913, -1.72838, 0.96414]], "forces_ev_per_angstrom": [[-0.429, 0.830, 0.604], [1.996, 0.216, -0.412], [-0.594, -1.378, -0.302], [0.739, -0.076, 0.259], [0.677, 0.119, -0.557], [0.409, 0.681, -0.068], [1.395, -1.693, -0.599], [-1.148, -0.063, -0.184], [-1.385, 1.095, 0.606], [-0.603, 0.640, 0.463], [-1.250, -0.126, 0.384], [0.192, -0.244, -0.195]], "e_tot_ha": -302.57573, "gap_ev": 9.3, "smiles": "C=CN/C=N\\O", "total_charge": 0}



[3]
{"formula": "C3H3AuCl2NO3Ru", "method": "ωB97M-V/def2-TZVPD", "species": ["Au", "Ru", "Cl", "Cl", "C", "C", "C", "O", "O", "O", "N", "H", "H", "H"], "coordinates": [[-4.21471, -0.46303, -1.23431], [3.23693, 0.86247, 1.22885], [-3.00417, -2.21228, -0.35965], [2.16765, 2.81167, 1.55221], [4.63951, 1.31367, 0.19220], [-6.05304, -0.96201, -2.03836], [-4.57464, 1.41563, -1.62434], [5.44700, 1.84418, -0.50818], [-6.94923, -1.58441, -2.41601], [-5.03252, 2.40724, -1.99010], [3.55440, -1.11097, 1.69358], [3.18097, -1.17113, 2.64039], [4.52913, -1.33815, 1.73686], [3.07272, -1.81288, 1.12687]], "forces_ev_per_angstrom": [[0.452, -0.557, 0.418], [-6.430, 0.763, 4.048], [0.136, -0.814, 0.190], [0.377, -0.990, 0.036], [11.844, 6.207, -9.581], [-4.997, -4.054, -2.059], [-2.824, 6.299, -2.336], [-5.068, -3.545, 4.475], [4.224, 3.344, 1.763], [2.312, -4.337, 1.802], [-1.253, -0.835, 0.719], [0.084, -0.782, 0.401], [0.999, -0.497, 0.051], [0.144, -0.202, 0.074]], "e_tot_ha": -1545.46053, "multiplicity": 8, "gap_ev": [8.9, 6.2], "s2": 15.7827, "total_charge": 4}



Which formula does entry 1 have? C34H70FN4O5S2